Molecular formula: C54H144N12O15
Method: DFT, ωB97M-V/def2-TZVPD

CARTESIAN COORDINATES (ANGSTROEM)
C 1.190607 5.158195 -2.142396
C 0.896097 4.343065 -0.924306
C 2.095577 4.059515 0.008364
O 3.184477 3.389205 -0.676176
C 2.807337 2.118155 -1.230836
N -0.205313 5.053405 -0.268946
H 2.084607 4.786815 -2.643336
H 1.413577 6.188805 -1.866296
H 0.458837 5.219245 -2.947926
H 0.563067 3.384775 -1.322906
H 1.697737 3.501795 0.856174
H 2.494017 4.992175 0.407744
H 2.176637 1.526355 -0.567436
H 3.567987 1.401835 -1.541316
H 2.246507 2.311255 -2.145316
H -0.757973 5.401195 -1.039456
H 0.132207 5.912235 0.141654
C -2.651183 5.195125 -4.506336
C -3.502783 4.121745 -5.164726
C -4.571313 3.465605 -4.269966
O -4.056453 2.731465 -3.147936
C -5.028643 2.210615 -2.303566
N -4.090953 4.895565 -6.228416
H -2.012063 5.743695 -5.198206
H -2.060083 4.817375 -3.672056
H -3.260523 6.000755 -4.096756
H -3.015053 3.238365 -5.576866
H -5.146493 2.808485 -4.922236
H -5.346363 4.187015 -4.011186
H -5.677763 3.010915 -1.948196
H -4.651243 1.553455 -1.520106
H -5.680163 1.575135 -2.903386
H -3.352183 5.026375 -6.904596
H -4.663973 4.277455 -6.784916
C 1.393407 -4.004205 2.173714
C 0.426957 -5.224365 1.823184
C 1.234137 -6.332035 1.086884
O 0.514967 -7.608605 1.065774
C 1.423057 -8.645965 0.548264
N -0.059483 -5.863475 3.030784
H 0.750477 -3.184065 2.493294
H 1.993027 -3.640775 1.339164
H 2.002137 -4.252635 3.043094
H -0.375273 -4.854785 1.184494
H 2.162317 -6.376325 1.656634
H 1.433447 -5.985745 0.072754
H 2.049507 -9.022915 1.356704
H 2.112647 -8.342915 -0.239596
H 0.905247 -9.546765 0.218814
H 0.790657 -5.845915 3.575834
H -0.134373 -6.805825 2.675164
C -3.513883 3.949645 0.564924
C -3.016663 4.501355 1.905354
C -3.910803 4.078695 3.142034
O -5.348223 4.230175 2.855564
C -5.786913 5.552605 2.908304
N -1.680483 4.007765 2.233174
H -4.578493 4.147585 0.440264
H -3.358973 2.877685 0.442424
H -2.865743 4.263035 -0.253486
H -3.103843 5.586055 1.968054
H -3.616993 4.587915 4.059904
H -3.655613 3.023275 3.237254
H -5.339153 6.141055 2.107464
H -5.573293 6.050945 3.853884
H -6.858893 5.439585 2.746474
H -1.036543 4.439125 1.585584
H -1.322963 4.305045 3.129784
C -2.125893 -1.579945 -9.677346
C -2.933363 -2.083265 -8.427166
C -2.259063 -1.650295 -7.074656
O -2.960883 -2.175765 -5.907956
C -2.293573 -1.909485 -4.710806
N -4.299993 -1.570035 -8.508596
H -1.053753 -1.642125 -9.490936
H -2.349973 -0.539865 -9.914246
H -2.340423 -2.131805 -10.592506
H -3.164293 -3.133745 -8.603986
H -2.180563 -0.563895 -7.115766
H -1.242543 -2.038265 -7.139966
H -1.282353 -2.311135 -4.775786
H -2.873223 -2.400075 -3.928876
H -2.221413 -0.823775 -4.646606
H -4.816913 -1.801475 -7.672336
H -4.831363 -1.984135 -9.261106
C 1.461367 0.248195 -8.180496
C 1.757507 -0.012085 -6.667106
C 0.930687 0.938075 -5.701626
O 1.305907 2.316725 -5.801256
C 0.308187 3.265885 -5.382336
N 1.514097 -1.403425 -6.426466
H 1.671217 1.262985 -8.518536
H 0.422047 0.113695 -8.480176
H 2.054257 -0.376575 -8.848496
H 2.823837 0.062365 -6.453806
H 1.069307 0.635845 -4.663586
H -0.103843 0.727185 -5.972516
H -0.163473 3.183655 -4.403106
H -0.502883 3.280995 -6.110366
H 0.749737 4.256265 -5.493146
H 2.253257 -1.932125 -6.867156
H 1.703157 -1.603835 -5.454766
C 2.077437 -3.242485 7.675034
C 0.981737 -3.334965 6.616224
C 0.961877 -2.282195 5.540184
O 0.718687 -1.002015 6.152594
C 0.421607 0.033675 5.266404
N 0.883897 -4.704165 6.209354
H 2.200447 -2.280795 8.173144
H 3.088127 -3.301115 7.271104
H 1.983627 -4.022225 8.430884
H -0.002363 -3.227595 7.072414
H 0.192927 -2.492235 4.796754
H 1.940057 -2.260555 5.059784
H -0.575713 -0.119715 4.854214
H 1.078337 0.182175 4.409224
H 0.402107 1.004675 5.761254
H 0.024357 -4.832855 5.694824
H 0.757947 -5.235395 7.059084
C -3.584073 -4.431965 2.209254
C -2.654433 -3.339755 2.764314
C -3.341523 -2.010905 3.049884
O -3.707963 -1.357795 1.750264
C -4.632683 -0.327235 1.903314
N -2.013913 -3.874655 3.931354
H -3.009763 -5.344675 2.050454
H -3.946963 -4.107405 1.234024
H -4.423393 -4.670265 2.862604
H -1.863273 -3.215125 2.024954
H -2.821163 -1.266055 3.651984
H -4.127433 -2.272035 3.758594
H -4.826773 0.004935 0.883464
H -4.285293 0.462895 2.568974
H -5.594403 -0.738315 2.210264
H -1.258613 -3.314565 4.300024
H -1.581503 -4.724805 3.599144
C 0.073077 -0.786255 1.411034
C -0.424983 0.671695 1.205994
C -1.293233 0.871495 -0.026686
O -0.550473 0.546645 -1.146346
C -1.356993 0.701075 -2.371246
N -1.096253 1.037395 2.401244
H 0.677397 -0.796065 2.318114
H 0.736437 -1.174435 0.638144
H -0.721143 -1.476605 1.695174
H 0.450007 1.302265 1.048274
H -1.492113 1.936395 -0.147186
H -2.239763 0.332435 0.013384
H -0.654113 0.526535 -3.185856
H -1.815393 1.665695 -2.589156
H -2.165003 -0.005715 -2.560116
H -1.986803 0.560985 2.394174
H -1.395273 2.000975 2.354184
C 7.031507 -3.940185 -5.642226
O 5.703127 -3.922555 -5.152026
C 5.436037 -4.950475 -4.222766
C 3.949607 -4.911215 -3.758576
N 3.647737 -3.883395 -2.784766
C 2.246447 -3.948675 -2.289046
C 1.314957 -3.119865 -3.211906
O 1.810607 -1.831695 -3.516956
C 1.886427 -1.048545 -2.337566
H 7.315347 -3.064465 -6.225876
H 7.129587 -4.831925 -6.261326
H 7.663917 -3.888535 -4.755936
H 6.109607 -4.970015 -3.366016
H 5.610517 -5.863355 -4.792256
H 3.689477 -5.839975 -3.250806
H 3.305867 -4.782125 -4.628656
H 3.755777 -3.039335 -3.328816
H 2.366737 -3.523185 -1.292756
H 1.818147 -4.939445 -2.137256
H 0.305847 -3.041415 -2.807376
H 1.171137 -3.694885 -4.126656
H 2.931657 -0.755005 -2.240456
H 1.510727 -1.463035 -1.402076
H 1.297917 -0.146195 -2.503486
C -3.906173 9.030335 4.534164
O -3.049793 8.731345 5.673194
C -3.574323 7.733675 6.543964
C -2.488783 7.058185 7.472204
N -1.914823 5.853395 6.931294
C -1.202663 5.970825 5.648114
C -0.520073 4.621605 5.320844
O 0.453067 4.743185 4.264804
C 1.266577 3.547635 4.125934
H -3.323843 9.830255 4.076874
H -4.957123 9.201075 4.767524
H -3.868003 8.170975 3.864734
H -4.186453 6.946165 6.104384
H -4.215723 8.372265 7.151334
H -2.974843 6.647885 8.357364
H -1.850213 7.852605 7.858514
H -1.257573 5.508065 7.616034
H -0.363713 6.665815 5.612744
H -1.836473 6.194335 4.789954
H -1.211203 3.805585 5.109764
H 0.003717 4.278525 6.213054
H 0.543647 2.741845 3.998724
H 1.922327 3.384775 4.981264
H 1.922497 3.702655 3.269294
C 5.450157 -4.839125 5.623834
O 5.177467 -4.889145 4.228214
C 6.239977 -5.336105 3.425584
C 5.873207 -4.987745 1.982354
N 5.686837 -3.539515 1.916414
C 4.801377 -3.219805 0.803524
C 4.561797 -1.619325 0.735434
O 3.636277 -1.270595 1.695004
C 3.629147 0.154075 2.026594
H 6.279597 -4.142655 5.746524
H 5.765127 -5.809075 6.008654
H 4.572557 -4.575565 6.214124
H 6.520737 -6.383845 3.532924
H 7.140837 -4.765185 3.650534
H 5.022347 -5.603075 1.689954
H 6.687807 -5.267255 1.314214
H 5.275527 -3.282145 2.802244
H 3.869527 -3.760345 0.969584
H 5.305167 -3.508045 -0.119086
H 4.267637 -1.250665 -0.247246
H 5.456887 -1.036655 0.953174
H 2.803017 0.356075 2.708364
H 3.480447 0.785765 1.150834
H 4.511567 0.451335 2.593224

Cartesian forces, eV/Å:
2.19 0.53 -1.11
-0.23 0.21 -0.68
-0.20 -0.01 -1.09
-0.30 -0.51 0.62
-1.05 0.31 -0.34
-0.34 -0.56 0.69
0.25 -0.03 -0.10
0.09 0.16 0.11
-0.59 -0.37 0.42
-0.47 -0.28 0.54
0.17 -0.45 0.10
0.24 0.05 -0.16
-0.32 0.23 0.27
0.99 0.86 0.39
-0.26 -0.16 -0.13
-0.57 -0.09 0.03
0.42 0.17 0.27
0.65 -0.28 1.23
0.16 0.03 1.06
-0.62 0.11 -0.02
1.40 1.04 -0.98
-1.43 -0.27 -0.86
-1.17 -0.59 -1.38
0.24 -0.48 -0.25
0.24 -0.08 -0.01
-0.50 -0.27 0.04
1.05 0.15 0.16
0.08 -0.65 -0.17
0.18 0.50 0.74
0.07 0.06 0.61
0.52 0.54 0.05
-0.34 -0.32 -0.10
0.43 0.63 0.00
-0.84 -0.17 -0.05
-1.68 -0.91 -0.12
1.65 0.46 -0.86
-0.76 0.66 -0.13
1.96 0.15 -1.20
-0.30 -0.03 1.06
0.14 0.37 -0.20
0.04 0.12 -0.04
-0.12 -0.20 0.07
0.35 -0.15 -0.15
-0.23 -0.08 0.03
0.32 -0.60 -0.08
0.21 -0.27 -0.23
0.16 0.29 0.32
-0.36 0.54 -0.15
-0.65 0.47 -0.14
-0.04 -0.38 0.97
-0.58 -0.67 0.85
0.46 -0.27 0.34
-0.91 -0.28 1.87
-0.71 -0.45 -2.23
2.23 -1.01 0.91
-0.32 -0.18 -0.43
0.06 0.24 -0.45
0.18 0.24 -0.32
-0.28 -0.33 0.81
-0.35 0.83 -0.10
0.37 0.44 -0.76
-0.09 0.30 0.04
-0.67 -0.24 0.35
-0.08 0.26 -0.17
-0.04 -0.04 0.29
-0.06 0.61 0.09
0.27 -0.22 -0.53
-0.37 0.20 0.24
-0.06 0.10 0.91
-0.72 0.20 -0.77
-0.69 -1.61 -1.04
-0.08 0.19 -2.36
0.21 0.16 -0.74
-0.66 1.43 0.36
0.08 -0.14 -0.03
-0.12 0.12 0.30
-0.14 -0.28 0.21
1.55 -0.70 0.86
-0.31 0.30 0.46
0.22 -0.09 0.47
0.26 -0.10 0.34
0.17 0.36 0.19
0.03 0.15 0.77
0.09 -0.02 0.28
0.22 -0.06 -0.25
0.24 0.75 0.23
0.32 1.45 -0.82
0.61 -0.74 -0.67
-0.59 -0.20 0.27
0.21 0.01 -1.37
-1.02 -1.34 0.68
0.27 0.24 0.41
-0.22 -0.38 0.51
0.12 -0.31 0.28
0.24 1.29 -0.24
0.08 -0.30 0.10
-0.43 0.44 0.01
0.48 -0.55 0.34
-0.32 -0.29 -0.12
0.30 -0.10 0.32
-0.03 -0.07 -0.57
-0.31 0.12 0.44
0.76 0.88 -0.10
-1.45 0.56 1.94
0.87 0.79 0.07
0.67 -0.85 0.41
-0.89 0.31 -0.56
0.77 -1.30 -1.49
-0.90 0.14 0.15
-0.01 -0.63 -0.58
-0.14 0.03 -0.02
0.00 1.16 0.90
0.04 0.01 -0.09
0.14 0.10 -0.48
-0.15 0.05 -0.25
0.46 -0.49 -0.06
0.07 -0.23 0.53
-0.18 -0.16 -0.29
0.11 -0.27 -0.01
0.12 0.66 -0.31
0.47 0.21 -0.57
-0.36 0.35 -1.15
0.85 -1.70 2.14
-0.64 -0.50 -0.72
-0.48 -0.35 1.15
0.07 -0.04 0.06
-0.22 -0.06 0.01
0.03 0.16 0.11
-0.16 0.50 -0.67
0.98 -0.06 -0.24
-1.15 0.14 -0.61
0.20 0.64 0.07
-0.10 0.22 0.01
-0.16 0.15 0.58
-0.16 0.32 -0.25
0.33 -0.42 0.49
0.39 0.59 0.44
0.48 -1.59 -0.77
0.22 0.82 0.43
-1.07 -0.53 -2.89
1.44 -0.34 -0.20
-0.81 0.46 1.02
0.26 0.27 0.06
-0.38 -0.05 -0.23
-0.36 0.03 -0.66
0.20 0.16 0.17
-0.47 0.35 0.56
-0.17 -0.33 0.20
0.09 -0.01 -0.01
0.22 0.54 0.82
0.00 -0.49 0.92
-0.22 -0.61 0.23
0.22 0.74 -0.02
-0.33 -0.12 0.78
-0.55 1.39 0.05
-0.99 -0.44 -0.51
0.67 -0.36 -0.05
0.07 -0.48 -0.19
0.78 1.62 -0.20
-0.25 -1.05 0.30
-0.29 -1.00 0.64
0.36 1.48 -0.40
-0.75 0.10 -0.11
0.62 -0.18 0.11
0.62 -0.58 -0.16
0.14 0.38 0.18
-0.16 -0.63 0.25
0.26 -0.40 -0.38
0.02 -0.37 -0.46
-0.17 0.68 0.43
-0.71 0.20 0.16
0.41 -0.25 -0.37
-0.13 0.07 0.42
0.30 0.28 -0.39
0.07 0.01 0.40
0.03 -0.51 -0.31
0.08 0.07 0.07
1.87 -0.93 0.68
-0.23 -0.72 -1.02
0.45 0.54 1.56
-1.82 0.59 -0.37
0.90 0.14 -1.50
0.94 -1.24 -0.57
0.75 -0.17 0.34
0.04 0.06 0.49
-1.02 1.02 0.07
-0.84 0.30 -0.21
0.11 0.53 0.29
-0.10 -0.15 -0.24
0.11 0.00 -0.61
-0.47 -0.67 0.74
-0.59 0.54 0.15
0.68 0.06 -0.39
0.09 -0.26 0.04
-0.09 0.56 0.28
-0.47 0.33 0.32
-0.42 0.01 -0.27
0.21 0.04 0.36
0.48 -0.54 -0.23
-0.20 0.00 0.34
-0.32 -0.10 -0.15
0.60 -0.33 -0.48
-0.84 -0.47 0.57
0.50 0.63 -0.70
0.73 0.05 0.76
0.03 -0.59 -0.36
0.52 2.67 0.34
0.90 -1.40 -0.18
-1.43 1.58 1.50
-0.34 -1.15 0.10
-0.02 0.22 0.50
0.16 -0.27 -0.10
-0.06 0.33 -0.53
-0.44 -0.31 0.22
0.27 0.20 0.26
-0.57 0.16 -0.11
0.16 -0.13 -0.01
-0.37 0.30 -0.04
-0.29 0.21 -0.64
-0.28 -0.18 -0.11
-0.38 -0.41 -0.46
0.78 -0.56 -0.02
-0.24 -0.38 -0.14
0.23 -0.08 -0.19
0.44 -0.14 -0.34

The HOMO energy comes out at -0.316 Ha. The HOMO-LUMO gap comes out at 0.3383 Ha. The value obtained for the electronic energy is -3929.00610 hartree. Its total charge is 0. The value obtained for the relative energy (zero: lowest compared OMol25 entry of this formula, charge and spin) is 6.193 eV.